1.
# C23H23Cl9N6O7V

C23H23Cl9N6O7V as an isolated structure in a non-equilibrium geometry (ωB97M-V/def2-TZVPD, the Open Molecules 2025 dataset).

Each line ends with the Mulliken spin population.
Geometry (Å):
O: -3.166 1.321 1.348  -0.19
V: -1.785 0.912 0.761  1.20
N: 1.024 -0.014 -0.949  0.00
O: 1.580 -1.094 -0.721  0.00
O: 0.135 0.434 -0.140  0.00
O: 1.327 0.679 -1.935  0.00
N: -2.433 -1.704 2.225  0.00
O: -2.916 -1.000 3.108  0.00
O: -1.861 -1.170 1.197  -0.01
O: -2.491 -2.935 2.271  0.00
N: -0.701 1.123 2.661  -0.02
C: -0.785 2.126 3.577  0.00
C: -0.063 2.255 4.749  0.00
C: 0.940 1.310 4.957  0.00
C: 1.124 0.299 4.029  0.00
C: 0.266 0.237 2.937  0.01
H: -1.695 2.690 3.412  0.00
H: -0.309 2.975 5.513  0.00
H: 1.518 1.370 5.870  0.00
H: 1.894 -0.454 4.096  0.00
H: 0.417 -0.570 2.230  0.00
N: -2.593 0.635 -1.285  -0.01
C: -3.481 -0.354 -1.471  0.01
C: -3.979 -0.695 -2.728  0.00
C: -3.502 -0.017 -3.842  0.00
C: -2.556 0.975 -3.674  0.00
C: -2.215 1.320 -2.381  0.00
H: -3.899 -0.918 -0.648  0.00
H: -4.746 -1.453 -2.796  0.00
H: -3.950 -0.211 -4.808  0.00
H: -2.191 1.553 -4.510  0.00
H: -1.542 2.164 -2.308  0.00
N: 2.195 -6.077 1.122  0.00
C: 2.952 -5.012 1.385  0.00
C: 2.451 -3.731 1.492  0.00
C: 1.094 -3.523 1.263  0.00
C: 0.308 -4.630 1.031  0.00
C: 0.873 -5.902 0.977  0.00
H: 3.980 -5.194 1.678  0.00
H: 3.091 -2.883 1.701  0.00
H: 0.656 -2.534 1.248  0.00
H: -0.771 -4.525 1.032  0.00
H: 0.349 -6.848 1.011  0.00
N: -1.277 3.171 0.382  -0.02
C: -1.959 4.089 1.113  0.01
C: -1.586 5.408 1.276  0.00
C: -0.574 5.845 0.416  0.00
C: 0.093 4.998 -0.433  0.00
C: -0.299 3.646 -0.406  0.01
H: -2.856 3.707 1.584  0.00
H: -2.117 6.086 1.925  0.00
H: -0.283 6.889 0.425  0.00
H: 0.856 5.293 -1.135  0.00
H: 0.250 2.869 -0.927  0.01
C: 0.346 -3.750 -2.680  0.00
Cl: -0.895 -2.511 -2.883  0.00
Cl: 1.414 -3.758 -4.076  0.00
Cl: -0.349 -5.364 -2.445  0.00
H: 0.976 -3.545 -1.820  0.00
C: 2.348 2.595 -3.115  0.00
Cl: 2.972 3.020 -4.697  0.00
Cl: 1.179 3.763 -2.451  0.00
Cl: 3.676 2.289 -1.977  0.00
H: 1.847 1.637 -3.204  0.00
C: 4.248 -1.428 -1.846  0.00
Cl: 5.807 -0.786 -1.256  0.00
Cl: 4.122 -3.170 -1.648  0.00
Cl: 4.074 -0.962 -3.523  0.00
H: 3.446 -0.961 -1.283  0.00

- spin multiplicity = 2
- frontier orbital gap (alpha / beta) (eV) = 8.41 / 8.25
- LUMO (alpha / beta) (eV) = -0.6496 / -0.8090

2.
# CH3PSi

One molecule with the formula CH3PSi in a non-equilibrium geometry (ωB97M-V/def2-TZVPD, the Open Molecules 2025 dataset).

Each line ends with the natural charge from an NBO analysis.
Geometry (Å):
C: -1.130 -0.983 -0.027  -0.90
P: -2.251 0.250 0.031  0.33
Si: 0.005 0.747 -0.015  0.63
H: -1.330 -1.976 0.179  0.20
H: 0.502 1.476 1.313  -0.14
H: 0.887 1.420 -0.991  -0.13

- spin multiplicity = 1
- SMILES = C1=P[SiH2]1
- frontier orbital gap (eV) = 8.52
- LUMO (eV) = 0.0142

Across the entries above, energy relative to the best compared isomer or geometry (same formula, charge and spin) takes the values 11.3 20.1 kcal per mole, respectively.
Across the entries above, electronic energy takes the values -185880.5305 -18248.7947 eV, respectively.